Record 1
C6H8N2O2 | wB97M-V/def2-TZVPD

## Properties
* E: -13422.6503 eV
* total charge: 0
* energy relative to the best compared isomer or geometry (same formula, charge and spin): 455.7 kJ/mol
* largest force on an atom: 4.79 eV/Å
* orbital gap: 9.219 eV
* E_HOMO: -9.19 eV

Last column: Mulliken charge in e.
Positions of all 18 atoms, in Å:
H 3.81 0.52 -0.94  0.4024
N 2.91 -0.24 -1.30  -0.6209
C 2.05 0.21 -0.52  0.1645
O 2.98 1.36 0.20  -0.6201
C 0.61 0.08 -0.31  0.1041
C 0.07 -0.58 0.73  -0.2893
C -1.39 -0.58 0.61  0.4876
N -2.26 -1.07 1.41  -0.5610
O -1.69 -1.73 2.48  -0.3757
C -1.77 0.12 -0.68  -0.3937
C -0.44 0.61 -1.27  -0.5008
H 2.34 2.05 0.47  0.3078
H 0.62 -1.05 1.54  0.4391
H -2.44 -1.99 3.03  0.3556
H -2.47 0.94 -0.48  0.2717
H -2.28 -0.58 -1.35  0.2429
H -0.39 1.71 -1.32  0.2545
H -0.27 0.23 -2.29  0.3314


Record 2
C6H8N2S | wB97M-V/def2-TZVPD

## Properties
* E: -20161.8417 eV
* total charge: 0
* energy relative to the best compared isomer or geometry (same formula, charge and spin): 501.7 kJ/mol
* largest force on an atom: 4.37 eV/Å
* orbital gap (alpha / beta): 6.985 / 7.478 eV
* E_HOMO (alpha / beta): -7.68 / -8.24 eV

Last column: Mulliken charge in e.
Positions of all 17 atoms, in Å:
C 0.09 -2.22 1.64  -0.0713
C 0.55 -0.26 0.29  0.6038
C 1.06 0.72 1.09  -0.9617
C -0.60 1.57 -2.82  -0.8090
C -0.27 1.25 -1.53  -0.0297
C 0.17 -0.03 -1.12  -0.5484
N 0.53 -1.62 0.67  -0.4162
N -1.01 -3.04 3.70  -0.5018
S -0.95 -1.65 2.96  0.1728
H 0.21 -3.28 1.61  0.4363
H 1.36 0.60 2.14  0.2759
H 1.48 1.64 0.71  0.3197
H -0.32 2.64 -3.11  0.2417
H -0.58 0.77 -3.44  0.3891
H -0.16 2.07 -0.74  0.2224
H 0.14 -0.97 -1.60  0.4230
H -1.43 -3.13 4.59  0.2535


Record 3
C6H8N2S | wB97M-V/def2-TZVPD

## Properties
* E: -20163.7623 eV
* total charge: 0
* energy relative to the best compared isomer or geometry (same formula, charge and spin): 316.4 kJ/mol
* largest force on an atom: 5.15 eV/Å
* orbital gap: 9.273 eV
* E_HOMO: -8.58 eV

Last column: Mulliken charge in e.
Positions of all 17 atoms, in Å:
C 0.53 2.08 0.06  -0.6624
C -0.61 1.29 -0.02  0.4116
C -0.08 0.03 -0.05  -0.1474
C -2.05 1.45 -0.03  -0.4807
C -1.57 -1.22 0.02  -0.6087
C 2.19 -1.03 -0.03  -0.8502
N 1.65 1.36 0.05  -0.8320
N 1.26 0.04 0.04  0.5815
S -3.01 -0.14 0.02  -0.1599
H 0.75 3.09 0.12  0.5294
H -2.48 2.08 0.88  0.2604
H -2.16 2.09 -1.00  0.2608
H -1.58 -1.90 -0.78  0.3814
H -1.52 -1.86 0.86  0.3803
H 2.05 -1.83 -0.91  0.2249
H 3.08 -0.42 -0.05  0.3798
H 2.04 -1.53 0.85  0.3314


Record 4
C6H8N2S | wB97M-V/def2-TZVPD

## Properties
* 2S+1: 3
* E: -20162.7151 eV
* total charge: 0
* <S²>: 2.0272
* energy relative to the best compared isomer or geometry (same formula, charge and spin): 84.0 kJ/mol
* largest force on an atom: 4.94 eV/Å
* orbital gap (alpha / beta): 7.505 / 6.424 eV
* E_HOMO (alpha / beta): -6.74 / -8.90 eV

Last column: Mulliken charge in e.
Positions of all 17 atoms, in Å:
C 2.18 -0.05 -0.44  -0.4403
C 1.69 0.35 0.78  -0.1756
C 0.62 1.31 -0.90  -0.2814
C -0.74 -1.80 0.53  -0.9179
C -1.25 -0.87 -0.29  0.1490
C -2.33 0.00 0.02  -0.2335
N 1.37 0.41 -1.46  -0.5209
N 0.80 1.39 0.44  -0.0073
S -3.16 0.92 -0.94  -0.1138
H 2.94 -0.77 -0.44  0.4277
H 2.01 0.31 1.79  0.4155
H -0.10 1.79 -1.67  0.3713
H 0.15 -2.39 0.29  0.3186
H -1.00 -1.83 1.61  0.2411
H -0.73 -0.75 -1.38  0.2526
H -2.65 -0.04 1.07  0.2991
H 0.21 2.03 0.98  0.2156